DFT (wB97M-V/def2-TZVPD) results for 19 unconnected molecules or ions with the total composition C92H160N14O24 at a distorted geometry.

Its HOMO energy is -5.23 eV.

Geometry as ORCA input:
```
! wB97M-V def2-TZVPD RIJCOSX def2/J DEFGRID3
* xyz 0 1
C 3.407 2.146 -0.254
C 4.213 3.370 0.383
C 3.425 4.788 0.399
C 4.083 5.901 1.196
C 4.400 5.432 2.539
C 5.257 4.144 2.681
N 4.753 3.037 1.733
O 4.339 1.787 2.147
C 5.027 3.623 4.120
C 6.784 4.394 2.541
C 5.453 3.521 -0.510
H 3.830 1.150 -0.121
H 3.452 2.393 -1.314
H 2.392 2.163 0.145
H 2.391 4.571 0.666
H 3.363 5.108 -0.642
H 3.567 6.860 1.158
H 4.964 6.202 0.628
H 3.424 5.310 3.007
H 4.920 6.207 3.103
H 5.292 4.379 4.859
H 5.600 2.751 4.435
H 3.969 3.391 4.247
H 7.427 3.590 2.899
H 7.225 5.205 3.122
H 7.117 4.626 1.530
H 6.057 4.363 -0.171
H 5.157 3.765 -1.530
H 6.076 2.628 -0.452
C -4.176 2.723 2.943
C -3.516 3.016 1.507
C -4.237 2.047 0.479
C -5.702 2.420 0.009
C -6.278 3.665 0.725
C -5.228 4.876 0.700
N -3.865 4.497 1.155
O -2.919 5.506 1.396
C -5.884 5.886 1.720
C -5.249 5.643 -0.595
C -2.008 2.779 1.372
H -5.201 2.891 3.275
H -3.502 3.332 3.545
H -3.809 1.739 3.235
H -4.310 1.011 0.809
H -3.643 1.930 -0.428
H -6.394 1.603 -0.194
H -5.521 2.755 -1.012
H -6.488 3.157 1.666
H -7.278 3.972 0.420
H -6.787 6.387 1.368
H -5.303 6.733 2.085
H -6.112 5.480 2.705
H -4.473 5.374 -1.311
H -5.106 6.719 -0.498
H -6.247 5.539 -1.021
H -1.417 3.462 1.981
H -1.724 2.815 0.320
H -1.658 1.785 1.654
C -2.353 -7.849 8.322
C -3.597 -6.966 7.829
C -3.539 -5.452 8.247
C -4.563 -4.560 7.383
C -4.464 -4.708 5.889
C -4.530 -6.166 5.351
N -3.762 -7.097 6.296
O -3.510 -8.352 5.848
C -3.824 -6.146 3.937
C -5.925 -6.699 5.282
C -4.935 -7.708 8.492
H -2.095 -7.615 9.355
H -1.449 -7.692 7.734
H -2.409 -8.933 8.429
H -2.526 -5.058 8.164
H -3.709 -5.212 9.297
H -4.280 -3.584 7.779
H -5.563 -4.653 7.807
H -3.515 -4.260 5.595
H -5.207 -4.110 5.361
H -4.265 -5.403 3.273
H -3.762 -7.094 3.403
H -2.791 -5.912 4.196
H -6.290 -6.425 4.292
H -6.643 -6.430 6.057
H -5.897 -7.789 5.287
H -4.866 -8.078 9.515
H -5.132 -8.651 7.982
H -5.771 -7.031 8.320
C 5.881 -4.028 -4.032
C 6.548 -2.832 -3.259
C 7.774 -2.673 -4.072
C 8.452 -1.268 -3.994
C 7.608 -0.008 -3.463
C 6.097 -0.220 -3.836
N 5.650 -1.588 -3.303
O 4.384 -1.694 -2.851
C 5.947 -0.325 -5.344
C 5.260 0.929 -3.215
C 6.804 -3.227 -1.756
H 5.700 -3.905 -5.100
H 4.844 -4.200 -3.745
H 6.425 -4.966 -3.922
H 7.525 -2.790 -5.127
H 8.460 -3.517 -4.000
H 8.885 -1.030 -4.965
H 9.380 -1.307 -3.423
H 8.032 0.895 -3.903
H 7.740 0.040 -2.382
H 4.901 -0.266 -5.643
H 6.293 -1.225 -5.853
H 6.361 0.577 -5.794
H 5.166 0.782 -2.139
H 4.243 0.863 -3.600
H 5.823 1.844 -3.398
H 7.294 -2.381 -1.273
H 7.417 -4.109 -1.571
H 5.888 -3.380 -1.186
C -1.864 -2.501 3.932
N -1.614 -1.928 2.588
C -0.497 -1.133 2.534
C -0.233 -0.515 1.312
C -0.959 -0.877 0.156
C -2.177 -1.558 0.267
C -2.390 -2.135 1.536
C -0.431 -0.581 -1.221
C 0.497 -1.393 -1.874
C 0.918 -1.063 -3.125
N 0.437 0.069 -3.718
C -0.455 0.834 -3.148
C -0.911 0.629 -1.852
C 1.020 0.419 -5.038
H -2.754 -2.029 4.349
H -1.004 -2.296 4.569
H -2.081 -3.567 3.873
H 0.116 -0.955 3.405
H 0.638 0.097 1.130
H -2.757 -1.907 -0.573
H -3.195 -2.840 1.684
H 0.814 -2.202 -1.233
H 1.686 -1.687 -3.557
H -0.731 1.628 -3.826
H -1.605 1.309 -1.380
H 1.944 0.994 -4.988
H 0.234 0.894 -5.624
H 1.161 -0.540 -5.537
C -6.194 6.844 -7.987
C -6.608 6.526 -6.569
N -5.511 5.829 -5.842
C -4.424 6.514 -5.316
C -3.701 5.638 -4.578
N -4.332 4.381 -4.436
C -5.437 4.562 -5.321
C -3.809 3.217 -3.825
H -6.070 5.951 -8.600
H -5.238 7.365 -7.954
H -7.004 7.370 -8.492
H -7.548 5.980 -6.488
H -6.866 7.496 -6.145
H -4.311 7.530 -5.666
H -2.684 5.713 -4.222
H -6.135 3.749 -5.454
H -3.906 3.320 -2.745
H -2.723 3.188 -3.736
H -4.254 2.261 -4.101
C 0.068 1.019 -12.336
C 1.512 1.539 -12.233
N 2.031 1.541 -10.849
C 1.579 2.242 -9.827
C 2.351 1.981 -8.680
N 3.305 1.030 -9.142
C 3.131 0.849 -10.446
C 4.184 0.103 -8.364
H -0.344 0.963 -13.343
H -0.653 1.458 -11.645
H 0.181 -0.031 -12.066
H 1.605 2.572 -12.567
H 2.076 0.988 -12.986
H 0.678 2.834 -9.903
H 2.404 2.254 -7.636
H 3.682 0.128 -11.032
H 3.572 -0.221 -7.522
H 5.137 0.619 -8.244
H 4.278 -0.827 -8.926
C -3.169 0.418 6.079
C -2.109 0.971 7.051
N -1.342 -0.057 7.687
C -0.357 -0.786 7.135
C -0.068 -1.832 8.006
N -1.003 -1.886 9.017
C -1.738 -0.717 8.810
C -1.152 -2.920 10.009
H -2.731 0.003 5.171
H -3.861 1.238 5.889
H -3.785 -0.390 6.474
H -2.575 1.501 7.882
H -1.465 1.741 6.627
H 0.058 -0.486 6.184
H 0.555 -2.712 7.948
H -2.602 -0.619 9.450
H -2.141 -3.373 9.941
H -1.113 -2.529 11.026
H -0.332 -3.618 9.842
C 5.047 -0.476 6.380
C 3.503 -0.416 6.204
N 3.123 -1.113 4.978
C 2.186 -2.086 4.856
C 2.132 -2.467 3.570
N 3.019 -1.709 2.767
C 3.506 -0.700 3.690
C 3.237 -1.609 1.348
H 5.519 0.204 5.670
H 5.386 -1.506 6.272
H 5.275 -0.065 7.363
H 3.167 0.619 6.138
H 2.982 -0.847 7.059
H 1.692 -2.426 5.754
H 1.473 -3.205 3.136
H 4.203 0.097 3.478
H 3.118 -0.585 0.994
H 2.504 -2.198 0.796
H 4.203 -1.964 0.989
C -2.211 4.282 -7.859
C -1.504 3.176 -7.152
O -1.278 3.239 -5.947
O -1.301 2.141 -7.826
H -3.285 4.311 -7.677
H -2.047 4.238 -8.936
H -1.812 5.213 -7.457
C -4.652 -4.892 -0.182
C -4.584 -6.384 -0.449
O -5.182 -6.826 -1.400
O -3.778 -7.045 0.267
H -4.869 -4.724 0.873
H -5.420 -4.422 -0.796
H -3.709 -4.410 -0.439
C 2.587 -5.026 -5.581
C 2.723 -3.526 -5.969
O 3.472 -2.741 -5.392
O 2.021 -3.174 -6.992
H 3.482 -5.386 -5.074
H 2.449 -5.716 -6.414
H 1.758 -5.301 -4.930
C -0.004 5.630 -0.274
C -0.951 5.062 -1.334
O -0.933 3.852 -1.579
O -1.638 5.916 -1.903
H -0.558 6.348 0.330
H 0.871 6.167 -0.641
H 0.340 4.810 0.356
C 3.103 -5.307 -0.602
C 2.191 -4.731 0.505
O 2.476 -4.821 1.727
O 1.111 -4.385 -0.001
H 3.350 -4.529 -1.325
H 2.466 -6.022 -1.122
H 4.013 -5.748 -0.193
C -6.305 -1.296 1.642
C -5.513 -1.712 2.922
O -5.633 -2.840 3.448
O -4.759 -0.814 3.369
H -6.490 -2.138 0.975
H -5.843 -0.644 0.902
H -7.131 -0.651 1.944
C 0.939 -5.849 7.112
C -0.124 -5.663 6.003
O -0.709 -4.577 5.975
O -0.330 -6.654 5.232
H 1.748 -6.503 6.786
H 0.626 -6.379 8.012
H 1.360 -4.916 7.487
C -4.626 -1.695 -2.940
C -3.428 -2.321 -3.563
O -2.948 -1.806 -4.560
O -2.874 -3.184 -2.915
H -5.183 -1.102 -3.666
H -4.352 -1.122 -2.054
H -5.382 -2.354 -2.512
C 6.007 4.093 -5.510
C 4.673 3.683 -5.931
O 4.025 2.952 -5.170
O 4.198 4.290 -6.933
H 5.940 4.943 -4.831
H 6.586 4.397 -6.382
H 6.526 3.253 -5.050
C 0.615 3.547 4.405
C 0.853 2.057 3.917
O 0.628 1.098 4.597
O 1.321 1.904 2.819
H 1.579 3.872 4.796
H -0.090 3.611 5.234
H 0.279 4.214 3.612
*
```

DFT (wB97M-V/def2-TZVPD) results for a molecular structure, C34H48BMnN7O4P at a distorted geometry.

The expectation value of S² is 4.029. Its HOMO energy (spin up / spin down) is -11.18 / -11.19 eV.

Geometry as ORCA input:
```
! wB97M-V def2-TZVPD RIJCOSX def2/J DEFGRID3
* xyz 1 4
Mn 0.236 0.338 -0.896
C 0.016 3.476 0.827
C -1.208 2.753 0.387
C -2.533 3.154 0.548
C -3.301 2.193 -0.093
C -4.777 2.163 -0.228
N -2.463 1.272 -0.602
N -1.192 1.608 -0.308
B -2.741 0.127 -1.585
N -2.181 -1.225 -1.117
N -0.855 -1.467 -1.244
C -0.680 -2.777 -1.364
C 0.633 -3.365 -1.734
C -1.919 -3.413 -1.252
C -2.843 -2.400 -1.087
C -4.310 -2.492 -0.898
N -1.892 0.416 -2.864
N -0.542 0.375 -2.791
C -0.056 0.294 -4.035
C 1.399 0.161 -4.309
C -1.123 0.313 -4.929
C -2.268 0.381 -4.152
C -3.688 0.403 -4.573
H -0.107 3.863 1.836
H 0.881 2.817 0.791
H 0.203 4.323 0.167
H -2.885 4.029 1.057
H -5.203 3.006 0.309
H -5.067 2.231 -1.275
H -5.189 1.244 0.181
H -3.886 0.071 -1.842
H 1.424 -2.627 -1.626
H 0.859 -4.247 -1.139
H 0.605 -3.666 -2.783
H -2.116 -4.464 -1.289
H -4.600 -3.525 -0.736
H -4.614 -1.905 -0.035
H -4.844 -2.107 -1.765
H 1.940 0.070 -3.365
H 1.585 -0.728 -4.911
H 1.767 1.028 -4.855
H -1.065 0.276 -5.997
H -3.758 0.430 -5.654
H -4.203 -0.487 -4.217
H -4.191 1.273 -4.160
C 4.404 -0.885 0.205
C 5.065 0.331 0.128
C 4.417 1.394 -0.470
C 3.133 1.216 -0.978
N 2.477 0.043 -0.853
C 3.109 -0.975 -0.275
C 2.382 2.258 -1.671
C 2.997 3.331 -2.319
C 2.238 4.248 -3.015
C 0.859 4.104 -3.054
C 0.247 3.038 -2.414
C 0.989 2.079 -1.719
H 4.881 -1.752 0.632
H 6.063 0.444 0.518
H 4.884 2.363 -0.539
H 2.560 -1.901 -0.192
H 4.072 3.421 -2.305
H 2.715 5.055 -3.548
H 0.257 4.822 -3.592
H -0.832 2.959 -2.487
C 1.770 -4.007 1.797
C 1.884 -2.953 2.899
C 0.941 -3.311 4.042
C 3.327 -2.831 3.401
O 1.573 -1.652 2.372
P 0.094 -1.209 1.916
O -0.772 -2.285 1.421
O 0.444 -0.111 0.873
O -0.655 -0.538 3.145
C -0.324 0.500 4.071
C -0.621 -0.051 5.468
C 1.133 0.931 3.948
C -1.256 1.678 3.780
H 2.028 -4.987 2.191
H 2.444 -3.779 0.973
H 0.745 -4.024 1.436
H 1.139 -4.321 4.391
H -0.085 -3.245 3.690
H 1.076 -2.626 4.875
H 3.635 -3.755 3.884
H 3.402 -2.016 4.120
H 4.002 -2.623 2.572
H -0.035 -0.946 5.659
H -1.671 -0.316 5.539
H -0.392 0.701 6.218
H 1.802 0.109 4.188
H 1.330 1.759 4.626
H 1.338 1.248 2.927
H -2.290 1.375 3.930
H -1.136 1.997 2.749
H -1.032 2.501 4.452
*
```

DFT (wB97M-V/def2-TZVPD) results for 6 unconnected molecules or ions with the total composition H12O6.

Its structure (SMILES) is O.O.O.O.O.O. Its HOMO energy is -11.24 eV.

Geometry as ORCA input:
```
! wB97M-V def2-TZVPD RIJCOSX def2/J DEFGRID3
* xyz 0 1
O 1.294 1.078 -0.543
H 0.963 0.199 -0.747
H 2.167 1.141 -0.937
O 0.352 1.009 2.295
H 0.728 1.535 1.577
H -0.582 1.241 2.341
O -1.732 1.757 -0.152
H -1.695 2.657 -0.497
H -0.816 1.464 -0.269
O 0.315 -1.706 1.399
H 0.384 -0.797 1.742
H 0.851 -2.199 2.029
O -1.742 -0.991 -0.954
H -2.134 -0.105 -0.896
H -1.238 -1.012 -0.127
O 1.149 -1.403 -2.183
H 0.213 -1.599 -2.092
H 1.524 -2.270 -1.986
*
```

DFT (wB97M-V/def2-TZVPD) results for 5 unconnected molecules or ions with the total composition C2H15NO5 at a distorted geometry.

Its structure (SMILES) is NCCO.O.O.O.O. Its HOMO energy is -9.34 eV.

Geometry as ORCA input:
```
! wB97M-V def2-TZVPD RIJCOSX def2/J DEFGRID3
* xyz 0 1
N 0.365 -0.480 -0.056
C 0.041 0.413 -1.173
C -1.492 0.643 -1.279
O -1.814 1.667 -2.218
H -0.151 -0.140 0.750
H 0.158 -1.430 -0.351
H 0.389 0.048 -2.144
H 0.563 1.364 -1.016
H -1.893 0.859 -0.292
H -1.908 -0.297 -1.673
H -1.271 1.463 -2.983
O 2.860 -0.776 0.797
H 3.319 -1.295 0.156
H 1.945 -0.461 0.458
O -1.282 -3.156 -0.770
H -2.005 -2.781 -1.281
H -1.711 -3.998 -0.568
O -0.887 1.284 2.444
H -1.161 1.242 3.385
H -0.375 2.106 2.437
O 1.948 1.605 1.775
H 2.688 1.238 1.251
H 1.674 0.883 2.351
*
```